The following is a quantum chemistry calculation of a cluster of 2 separate species, C8H16ClN4O in total at a distorted geometry, from OMol25.

Last column: natural (NBO) charge in e.
Positions of all 30 atoms, in Å:
C (1.15772, 1.36331, 0.27272)  0.295
C (1.44861, -1.63829, 0.82236)  0.868
C (-0.96883, 1.55824, 1.41446)  -0.043
C (-0.72253, 0.71671, -0.96407)  -0.039
C (3.85456, -1.46666, 0.59385)  -0.430
C (1.51006, 0.20693, -1.82630)  -0.422
C (-2.97004, 0.52608, 0.28762)  -0.236
C (-3.36770, -0.82743, -0.20994)  -0.408
N (0.45064, 1.64226, 1.31647)  -0.524
N (-1.42761, 0.53281, 0.35860)  -0.481
N (2.50703, -1.54438, 0.35856)  -0.489
N (0.69358, 0.70702, -0.79481)  -0.458
O (0.28214, -1.84111, 0.94485)  -0.593
Cl (-2.76972, -2.13505, 0.86878)  -0.002
H (2.24600, 1.66156, 0.41744)  0.226
H (-1.26262, 1.05273, 2.28288)  0.224
H (-1.36429, 2.51385, 1.09145)  0.222
H (-1.00341, -0.19097, -1.67699)  0.237
H (-1.05744, 1.64257, -1.44074)  0.213
H (4.18279, -2.35767, 1.17921)  0.229
H (4.41765, -1.49249, -0.46623)  0.223
H (4.14923, -0.62550, 1.18634)  0.221
H (2.48731, 0.62860, -1.62203)  0.225
H (1.74452, -0.89026, -1.81503)  0.232
H (1.28485, 0.69879, -2.73671)  0.215
H (-3.43200, 0.85178, 1.32172)  0.259
H (-3.28822, 1.16587, -0.46591)  0.229
H (-3.07697, -1.08589, -1.22385)  0.234
H (-4.47725, -0.85701, -0.21021)  0.258
H (-1.22807, -0.51642, 0.73551)  0.517

Cartesian forces (eV/Å) of the 6 atoms listed first:
C 0.48 0.79 3.11
C -3.71 -1.17 -0.39
C 2.40 -1.30 -3.42
C -1.03 -2.21 -1.33
C 3.68 -1.57 -1.75
C 2.40 -0.43 0.14

**Total energy**: -29077.3598 eV
**HOMO level**: -12.775 eV
**Charge**: +1
**LUMO level**: -2.55 eV
**Orbital gap**: 10.221 eV
**Energy relative to the best compared isomer or geometry (same formula, charge and spin)**: 52.8 kcal/mol


The following is a quantum chemistry calculation of an isolated molecule of C6H13NO, from OMol25.

Last column: natural (NBO) charge in e.
Positions of all 21 atoms, in Å:
C (-2.30355, 0.33526, -0.41480)  -0.420
N (-1.42194, 1.25135, 0.28354)  -0.614
C (-0.67991, 0.61367, 1.36088)  -0.275
C (0.18809, -0.48104, 0.80318)  0.300
O (-0.11996, -1.70409, 1.34584)  -0.690
C (1.09676, -0.29432, -0.16119)  -0.101
C (1.79537, -1.43094, -0.85731)  -0.642
C (1.44008, 1.08740, -0.64821)  -0.622
H (-2.91171, 0.89859, -1.11780)  0.200
H (-1.70109, -0.37916, -0.97256)  0.198
H (-2.96652, -0.22548, 0.25822)  0.164
H (-1.97002, 2.01485, 0.67126)  0.354
H (-0.07126, 1.37864, 1.85426)  0.209
H (-1.33835, 0.15028, 2.11351)  0.185
H (0.44878, -2.37980, 0.96164)  0.478
H (1.16728, -2.31668, -0.92024)  0.198
H (2.04805, -1.12756, -1.86835)  0.222
H (2.71802, -1.70786, -0.36010)  0.215
H (1.37750, 1.81814, 0.15179)  0.214
H (2.45060, 1.09944, -1.05324)  0.203
H (0.75377, 1.39931, -1.43034)  0.224

Cartesian forces (eV/Å) of the 6 atoms listed first:
C -0.06 0.02 0.07
N -0.25 0.44 0.20
C 0.02 -0.18 0.06
C 0.52 0.13 -0.31
O -0.15 -0.12 -0.03
C -0.20 0.02 0.24

**Total energy**: -9969.6292 eV
**HOMO level**: -8.077 eV
**LUMO level**: 0.87 eV
**Orbital gap**: 8.952 eV
**Energy relative to the best compared isomer or geometry (same formula, charge and spin)**: 35.6 kcal/mol


The following is a quantum chemistry calculation of an isolated molecule of CH3ClN2O2 at a distorted geometry, from OMol25.

Last column: natural (NBO) charge in e.
Positions of all 9 atoms, in Å:
O (-1.47051, -0.05602, -0.82679)  -0.418
N (-0.44377, 0.02072, -0.04492)  0.200
C (0.22474, 1.32801, 0.24784)  -0.250
Cl (1.41679, 1.47176, -1.04716)  -0.009
N (0.14239, -1.12917, 0.48180)  0.004
O (-0.47436, -2.22473, -0.13256)  -0.511
H (-0.39454, 2.19415, 0.06422)  0.252
H (0.67859, 1.27562, 1.26525)  0.245
H (0.32067, -2.88034, -0.00768)  0.489

Cartesian forces (eV/Å) of the 6 atoms listed first:
O 2.73 0.84 1.89
N -1.66 -4.29 -0.12
C 0.56 -1.21 0.14
Cl 0.74 0.22 0.00
N -1.74 3.90 -2.01
O 2.82 -0.50 0.96

**Total energy**: -20678.3654 eV
**HOMO level (spin up / spin down)**: -9.425 / -9.420 eV
**LUMO level (spin up / spin down)**: -0.13 / -0.17 eV
**Orbital gap (spin up / spin down)**: 9.292 / 9.247 eV
**Energy relative to the best compared isomer or geometry (same formula, charge and spin)**: 59.9 kcal/mol


The following is a quantum chemistry calculation of a structure of composition H13LiO7 at a distorted geometry, from OMol25.

Last column: natural (NBO) charge in e.
Positions of all 21 atoms, in Å:
Li (-0.11843, -1.12657, -2.70586)  0.983
O (0.17957, -0.42857, -0.75586)  -1.218
H (0.30457, -1.09157, -0.12086)  0.461
O (-0.96843, 0.32643, 2.72114)  -0.950
H (-0.97843, 0.23843, 3.70114)  0.461
H (-0.09343, 0.24343, 2.53014)  0.475
O (1.36757, 0.16443, 1.37114)  -0.921
H (0.94557, -0.16857, 0.63014)  0.451
H (1.36457, 0.99443, 1.06314)  0.454
O (-2.43043, 1.97843, -1.22186)  -0.939
H (-2.88743, 1.05543, -1.36486)  0.446
H (-1.63443, 1.72343, -1.59786)  0.472
O (0.15257, 1.33143, -1.77986)  -1.015
H (0.54057, 1.77143, -1.05786)  0.480
H (0.08057, 0.32243, -1.73086)  0.444
O (-1.98043, -1.72757, -0.02686)  -1.042
H (-2.42943, -1.37757, 0.78714)  0.481
H (-1.16343, -0.94257, -0.15986)  0.485
O (3.19357, -1.40557, -0.10886)  -0.987
H (4.11057, -1.06457, -0.01186)  0.491
H (2.44457, -0.81657, -0.16086)  0.487

Cartesian forces (eV/Å) of the 6 atoms listed first:
Li 0.07 -0.19 0.78
O -0.25 -3.99 0.81
H 0.25 -3.04 0.47
O -4.17 0.22 2.46
H -0.32 0.12 -1.04
H 4.19 -0.40 -1.29

**Total energy**: -14744.8944 eV
**HOMO level**: -10.386 eV
**LUMO level**: -1.51 eV
**Orbital gap**: 8.876 eV
**Energy relative to the best compared isomer or geometry (same formula, charge and spin)**: 116.8 kcal/mol


The following is a quantum chemistry calculation of a cluster of 2 separate species, C2H2BrF2NO in total at a distorted geometry, from OMol25.

Last column: natural (NBO) charge in e.
Positions of all 9 atoms, in Å:
C (-0.62959, 0.40005, -0.89250)  0.810
C (0.94013, 0.48172, 0.67752)  0.440
N (-0.90576, -0.85106, -0.68717)  -0.821
O (-0.80004, 1.35985, -1.53579)  -0.473
F (1.41519, -0.73568, 0.61871)  -0.355
F (1.97069, 1.39200, 0.75577)  -0.349
Br (-0.00640, 0.54980, 2.42786)  -0.117
H (-0.67787, -1.27977, 0.15382)  0.443
H (-1.30635, -1.31692, -1.51822)  0.422

Cartesian forces (eV/Å) of the 6 atoms listed first:
C 3.47 2.12 2.81
C -2.10 1.92 -0.64
N -1.71 0.11 -3.58
O -0.51 -0.79 -0.40
F 1.40 -1.25 -0.22
F -1.06 -1.14 -0.53

**Total energy**: -81119.3648 eV
**HOMO level**: -9.057 eV
**LUMO level**: 0.20 eV
**Orbital gap**: 9.258 eV
**Energy relative to the best compared isomer or geometry (same formula, charge and spin)**: 57.2 kcal/mol


The following is a quantum chemistry calculation of an isolated molecule of C3H4Cl2O2S at a distorted geometry, from OMol25.

Last column: natural (NBO) charge in e.
Positions of all 12 atoms, in Å:
C (0.65735, -1.16953, -0.92268)  -0.867
S (-0.80749, -0.15666, -0.72342)  2.102
O (-1.28229, 0.36377, -2.01191)  -0.904
O (-1.86167, -0.94607, -0.09081)  -0.911
C (-0.20055, 1.18553, 0.37792)  -0.373
Cl (-0.07770, 2.78484, -0.25227)  0.083
C (0.20570, 0.96423, 1.69242)  -0.186
Cl (0.12039, -0.62309, 2.41322)  0.039
H (1.43222, -0.87932, -0.23352)  0.250
H (0.37115, -2.19993, -0.68580)  0.267
H (0.97205, -1.09201, -1.93446)  0.258
H (0.47084, 1.76825, 2.37132)  0.243

Cartesian forces (eV/Å) of the 6 atoms listed first:
C -0.57 -0.48 0.66
S -2.90 -0.70 -1.51
O 1.90 0.21 1.61
O 1.68 0.81 0.56
C 0.91 -0.40 2.77
Cl -0.18 -0.39 -0.10

**Total energy**: -43148.8739 eV
**HOMO level**: -10.081 eV
**LUMO level**: -0.24 eV
**Orbital gap**: 9.837 eV
**Energy relative to the best compared isomer or geometry (same formula, charge and spin)**: 27.7 kcal/mol